(1)
{
  "formula": "C18H38BrInN2O2",
  "method": "wB97M-V/def2-TZVPD",
  "symbols": ["C", "C", "O", "N", "C", "C", "C", "C", "In", "C", "C", "C", "Br", "H", "H", "H", "H", "H", "H", "H", "H", "H", "H", "H", "H", "H", "H", "H", "H", "H", "H", "H", "H", "C", "C", "C", "C", "C", "C", "N", "O", "C", "C", "C", "H", "H", "H", "H", "H", "H", "H", "H", "H", "H", "H", "H", "H", "H", "H", "H", "H", "H"],
  "xyz": [[2.004, 5.412, -0.191], [2.347, 4.580, -1.504], [3.245, 5.054, -2.250], [1.694, 3.341, -1.949], [1.703, 2.269, -0.916], [0.465, 2.463, 0.096], [-0.524, 1.215, 0.200], [-1.645, 1.594, 1.295], [-2.871, 3.421, 0.764], [-2.850, 3.919, -1.473], [-2.992, 5.538, -1.655], [-1.550, 6.248, -1.632], [-4.116, 6.236, -0.118], [2.877, 5.437, 0.542], [1.045, 5.112, 0.336], [1.856, 6.502, -0.532], [0.765, 3.498, -2.356], [1.526, 1.265, -1.451], [2.681, 2.186, -0.344], [0.897, 2.708, 1.121], [-0.094, 3.409, -0.246], [-0.961, 0.875, -0.793], [0.085, 0.348, 0.664], [-2.342, 0.704, 1.526], [-1.084, 1.843, 2.271], [-2.079, 4.848, 1.582], [-4.562, 3.394, 1.385], [-3.771, 3.441, -1.948], [-1.877, 3.627, -1.988], [-3.583, 5.809, -2.595], [-0.961, 5.832, -2.515], [-1.032, 5.920, -0.659], [-1.617, 7.388, -1.664], [0.550, -6.467, 0.804], [-0.278, -5.182, 1.070], [-0.958, -4.700, -0.236], [-0.025, -3.982, -1.206], [0.754, -2.885, -0.497], [1.511, -3.397, 0.747], [0.616, -4.147, 1.677], [-0.149, -3.260, 2.304], [2.692, -4.288, 0.295], [2.210, -2.200, 1.442], [-1.402, -5.645, 2.034], [1.406, -6.544, 1.481], [-0.040, -7.371, 0.972], [0.909, -6.533, -0.224], [-1.777, -4.012, 0.012], [-1.420, -5.551, -0.747], [0.657, -4.697, -1.677], [-0.613, -3.545, -2.018], [1.459, -2.431, -1.202], [0.059, -2.085, -0.212], [3.214, -4.720, 1.153], [3.424, -3.702, -0.267], [2.403, -5.101, -0.367], [1.514, -1.409, 1.728], [2.943, -1.738, 0.775], [2.746, -2.524, 2.339], [-0.990, -5.981, 2.990], [-1.959, -6.479, 1.600], [-2.136, -4.860, 2.230]],
  "atomic_forces_ev_per_a": [[-0.41, 0.47, -0.18], [2.38, 1.73, -2.15], [-3.00, -1.49, 2.54], [1.20, 0.39, 1.16], [-1.86, -0.71, 0.23], [0.36, 0.01, -0.19], [0.01, 0.78, 1.47], [1.59, -2.14, 0.48], [-0.70, 1.08, -0.08], [-0.28, 1.35, -0.54], [0.97, -0.99, -0.49], [-0.72, -0.63, 0.53], [0.28, 0.21, -0.96], [-1.10, -0.29, -1.06], [1.33, 0.16, -0.63], [0.31, -1.71, 0.37], [0.49, -0.03, 0.41], [0.48, 1.44, 0.64], [-1.06, 0.41, -0.99], [-0.83, -0.40, -1.05], [0.59, -1.57, 0.55], [0.58, 0.60, 1.14], [-0.76, 0.97, -0.84], [0.80, 1.39, -0.49], [-0.96, -0.19, -1.41], [0.30, -0.60, -0.07], [0.51, -0.45, -0.17], [1.41, 0.48, 0.41], [-1.32, 0.16, 0.35], [0.84, -0.25, 1.44], [-0.69, 0.69, 1.02], [-0.72, 0.58, -1.40], [0.09, -1.64, -0.04], [0.37, -0.14, -0.15], [-0.34, -3.19, 0.28], [0.08, 0.99, -0.31], [0.10, -0.25, 0.10], [-0.86, -0.09, -0.17], [3.32, 0.35, -0.35], [-5.19, 5.05, -0.51], [2.75, -2.85, -0.66], [-0.03, -0.44, -0.12], [-0.63, 0.10, 0.41], [0.03, 0.81, 0.34], [-0.07, 0.08, -0.13], [-0.13, 0.28, -0.01], [0.10, 0.09, 0.09], [0.16, -0.10, 0.22], [0.15, -0.13, 0.38], [0.00, 0.05, 0.03], [0.02, -0.04, 0.06], [0.20, -0.12, 0.38], [0.09, -0.07, 0.28], [-0.09, 0.07, -0.05], [-0.24, 0.13, 0.18], [-0.06, -0.02, 0.09], [-0.06, -0.19, 0.04], [-0.19, -0.33, -0.09], [-0.11, -0.03, -0.08], [0.01, 0.05, -0.10], [0.33, 0.10, -0.17], [0.23, 0.04, 0.05]],
  "gap_ev": 2.14,
  "charge": 0,
  "largest_force_ha_per_bohr": 0.1412
}

---

(2)
{
  "formula": "C6H20IN4O6",
  "method": "wB97M-V/def2-TZVPD",
  "symbols": ["I", "C", "C", "O", "O", "H", "H", "H", "H", "H", "H", "C", "C", "O", "O", "H", "H", "H", "H", "H", "H", "C", "O", "N", "N", "H", "H", "H", "H", "C", "O", "N", "N", "H", "H", "H", "H"],
  "xyz": [[-6.738, 22.319, -16.412], [-10.104, 22.867, -19.381], [-9.304, 23.087, -20.652], [-8.136, 22.379, -20.773], [-9.468, 23.649, -18.357], [-9.929, 21.825, -19.114], [-11.157, 23.149, -19.381], [-9.010, 24.122, -20.826], [-10.014, 22.791, -21.423], [-7.422, 22.833, -20.319], [-8.922, 23.140, -17.753], [-2.452, 24.678, -18.007], [-2.726, 23.677, -16.979], [-3.309, 22.368, -17.395], [-1.589, 24.125, -19.086], [-1.858, 25.559, -17.766], [-3.309, 25.069, -18.557], [-3.275, 24.118, -16.147], [-1.781, 23.483, -16.471], [-4.200, 22.351, -17.039], [-1.215, 24.885, -19.540], [-7.412, 26.641, -16.362], [-7.078, 27.832, -16.254], [-7.024, 25.729, -15.483], [-8.179, 26.103, -17.259], [-6.983, 24.750, -15.727], [-6.748, 26.026, -14.558], [-8.729, 26.690, -17.871], [-8.420, 25.128, -17.157], [-6.799, 18.864, -13.142], [-7.806, 19.396, -12.847], [-5.968, 19.271, -14.153], [-6.332, 17.857, -12.505], [-6.190, 20.195, -14.495], [-5.283, 18.729, -14.661], [-5.700, 17.191, -12.925], [-6.904, 17.513, -11.747]],
  "atomic_forces_ev_per_a": [[-0.07, -0.15, -0.08], [2.34, 0.35, 1.40], [-1.73, 1.02, -0.60], [0.98, -1.53, -0.06], [-0.73, 0.77, 0.01], [-0.61, -0.31, -0.14], [0.04, -0.11, -0.48], [-0.84, 0.49, 0.29], [0.34, -0.17, -0.71], [-0.03, 0.00, 0.29], [0.28, -0.70, 0.07], [0.85, 0.82, -3.73], [-0.01, -2.07, 1.49], [1.53, 2.38, 0.17], [-0.34, -0.45, 0.65], [-0.41, -0.01, 1.47], [-0.58, -0.22, 0.44], [-0.69, 0.10, -0.29], [0.33, -0.55, -0.27], [-0.66, 0.01, 0.06], [-0.04, -0.05, -0.04], [1.49, 2.55, 1.80], [-0.69, -0.19, -0.44], [1.25, -1.21, 2.40], [-2.19, -0.62, -3.08], [-0.10, -0.16, 0.29], [0.30, -0.07, -0.52], [0.35, -0.31, 0.00], [-0.29, 0.37, -0.36], [1.86, 1.58, -3.54], [-3.26, 2.27, 1.07], [-0.14, 1.21, -0.69], [1.69, -5.29, 3.41], [0.00, -0.12, -0.59], [-0.26, 0.09, 0.46], [0.00, 0.36, 0.17], [0.05, -0.09, -0.29]],
  "gap_ev": 7.97,
  "charge": -1,
  "largest_force_ha_per_bohr": 0.1267,
  "de_lowest_ev": 0.775
}

---

(3)
{
  "formula": "C13H29BNO4",
  "method": "wB97M-V/def2-TZVPD",
  "symbols": ["C", "C", "N", "O", "C", "C", "C", "C", "C", "C", "C", "O", "C", "B", "C", "O", "H", "H", "H", "H", "H", "H", "H", "H", "H", "H", "H", "H", "H", "H", "H", "H", "H", "H", "H", "H", "H", "H", "H", "C", "C", "O", "H", "H", "H", "H", "H", "H"],
  "xyz": [[7.290, -0.231, -0.056], [6.120, -0.274, 0.111], [4.753, -0.260, 0.392], [4.637, -0.904, 1.643], [4.053, -1.037, -0.700], [2.551, -1.049, -0.583], [2.000, -1.869, 0.604], [1.426, -1.007, 1.734], [-0.020, -0.548, 1.526], [-1.009, -1.657, 1.102], [-1.671, -1.339, -0.259], [-3.046, -1.091, -0.073], [-3.467, 0.222, -0.392], [4.402, 1.260, 0.444], [4.466, 2.120, 1.742], [4.063, 1.797, -0.732], [8.324, -0.070, 0.013], [3.847, -0.553, 2.087], [4.398, -2.058, -0.602], [4.411, -0.707, -1.659], [2.188, -1.507, -1.492], [2.100, -0.059, -0.556], [1.298, -2.592, 0.225], [2.808, -2.459, 1.022], [1.556, -1.545, 2.661], [2.037, -0.094, 1.769], [-0.361, -0.166, 2.481], [-0.024, 0.307, 0.862], [-1.796, -1.687, 1.835], [-0.553, -2.639, 1.094], [-1.159, -0.528, -0.765], [-1.584, -2.220, -0.892], [-3.608, 0.840, 0.490], [-4.445, 0.147, -0.854], [-2.825, 0.729, -1.107], [5.468, 2.458, 1.983], [3.863, 3.005, 1.597], [4.043, 1.593, 2.592], [3.204, 2.231, -0.702], [-8.585, 1.424, -1.705], [-7.348, 1.901, -2.443], [-6.172, 1.239, -1.970], [-8.479, 1.601, -0.634], [-9.477, 1.942, -2.060], [-8.728, 0.350, -1.845], [-7.196, 2.967, -2.287], [-7.449, 1.724, -3.519], [-6.301, 0.297, -2.120]],
  "atomic_forces_ev_per_a": [[0.26, 0.28, 0.39], [-0.64, 0.16, 0.15], [0.62, -0.35, -0.55], [0.10, -0.26, 0.32], [-0.70, -0.76, 0.06], [-0.60, -0.21, 0.43], [0.65, 0.31, 0.03], [0.02, -0.13, -0.86], [0.18, -0.58, 0.79], [0.30, 1.13, -0.55], [-0.13, -1.19, 0.73], [0.31, 0.44, -0.41], [-0.86, -0.16, -0.11], [-0.02, 1.65, 0.42], [-0.57, -0.93, -0.05], [-0.41, -1.09, -0.50], [0.83, -0.11, -0.39], [-0.16, 0.05, -0.14], [0.32, -0.21, 0.27], [0.16, 0.69, -0.16], [0.02, -0.01, -0.44], [0.12, 0.27, -0.15], [-0.47, -0.13, 0.02], [0.17, -0.25, -0.01], [-0.16, -0.07, 0.43], [0.09, 0.16, 0.35], [-0.01, 0.31, 0.23], [-0.18, 0.07, -0.42], [-0.41, -0.16, 0.18], [0.18, -0.17, 0.00], [-0.02, 0.34, -0.09], [-0.04, -0.13, -0.25], [0.26, 0.13, 0.31], [-0.05, 0.03, -0.03], [0.31, 0.00, -0.07], [0.29, -0.14, 0.07], [-0.13, 0.31, -0.12], [0.20, 0.02, 0.44], [0.22, 0.71, -0.22], [0.05, 0.00, 0.06], [-0.08, -0.27, 0.01], [-0.04, 0.16, -0.03], [-0.01, 0.06, -0.01], [-0.01, -0.03, -0.01], [-0.05, 0.02, -0.08], [0.12, -0.01, 0.01], [-0.06, 0.11, -0.01], [0.00, -0.03, -0.01]],
  "gap_ev": 7.98,
  "charge": 1,
  "largest_force_ha_per_bohr": 0.0331,
  "de_lowest_ev": 0.000
}

---

(4)
{
  "formula": "C39H38CrFN5O10S",
  "method": "wB97M-V/def2-TZVPD",
  "symbols": ["Cr", "C", "C", "C", "C", "C", "C", "C", "C", "C", "H", "H", "H", "H", "H", "H", "H", "H", "H", "H", "H", "H", "C", "C", "N", "C", "C", "C", "O", "O", "C", "O", "C", "C", "C", "F", "C", "C", "C", "N", "C", "C", "N", "C", "C", "H", "H", "H", "H", "H", "H", "H", "H", "H", "H", "H", "H", "H", "H", "H", "H", "H", "H", "O", "C", "O", "C", "C", "C", "C", "C", "C", "N", "O", "O", "H", "H", "H", "H", "O", "S", "O", "N", "C", "O", "C", "C", "C", "C", "C", "C", "H", "H", "H", "H"],
  "xyz": [[0.233, 0.355, -0.233], [-0.510, -4.330, 1.633], [0.340, -3.090, 1.591], [0.186, -2.090, 2.551], [0.911, -0.913, 2.493], [0.777, 0.139, 3.558], [1.819, -0.734, 1.432], [2.059, -1.765, 0.508], [3.207, -1.696, -0.462], [1.285, -2.918, 0.588], [0.078, -5.191, 1.962], [-0.912, -4.554, 0.645], [-1.352, -4.212, 2.314], [-0.536, -2.229, 3.349], [1.651, 0.125, 4.214], [-0.107, -0.034, 4.173], [0.712, 1.133, 3.115], [2.471, 0.134, 1.452], [4.034, -2.292, -0.069], [3.553, -0.676, -0.607], [2.939, -2.111, -1.435], [1.425, -3.700, -0.151], [-3.945, 6.698, -0.992], [-2.443, 6.628, -1.219], [-1.954, 5.260, -1.335], [-1.345, 4.689, -0.258], [-0.972, 3.389, -0.217], [-0.259, 2.941, 1.016], [-0.265, 3.616, 2.028], [0.375, 1.789, 0.965], [-1.249, 2.551, -1.336], [-1.017, 1.260, -1.354], [-1.858, 3.129, -2.470], [-2.127, 2.347, -3.625], [-2.709, 2.936, -4.717], [-3.020, 2.159, -5.796], [-3.022, 4.284, -4.770], [-2.765, 5.069, -3.619], [-2.209, 4.506, -2.482], [-3.613, 4.914, -5.908], [-5.035, 5.178, -5.801], [-5.423, 6.284, -6.756], [-5.021, 5.870, -8.149], [-3.553, 5.535, -8.235], [-3.254, 4.447, -7.225], [-4.272, 7.738, -0.937], [-4.208, 6.203, -0.057], [-4.489, 6.205, -1.799], [-1.913, 7.074, -0.380], [-2.147, 7.188, -2.109], [-1.150, 5.325, 0.594], [-1.904, 1.291, -3.621], [-2.991, 6.126, -3.666], [-5.273, 5.493, -4.786], [-5.634, 4.273, -6.015], [-4.873, 7.196, -6.534], [-6.493, 6.483, -6.768], [-5.268, 6.586, -8.821], [-5.557, 5.043, -8.409], [-3.009, 6.448, -8.005], [-3.351, 5.225, -9.259], [-2.190, 4.220, -7.257], [-3.794, 3.530, -7.511], [1.686, 3.029, -1.792], [2.181, 1.924, -1.865], [1.745, 0.827, -1.321], [3.395, 1.703, -2.745], [4.223, 2.777, -3.043], [5.339, 2.605, -3.850], [5.625, 1.359, -4.387], [4.781, 0.311, -4.084], [3.676, 0.450, -3.270], [5.077, -1.034, -4.651], [4.441, -1.975, -4.218], [6.011, -1.122, -5.425], [3.974, 3.747, -2.632], [5.991, 3.441, -4.065], [6.480, 1.192, -5.027], [3.049, -0.397, -3.043], [-5.303, -2.016, -0.979], [-4.443, -2.334, 0.123], [-4.640, -3.560, 0.839], [-2.869, -2.212, -0.341], [-2.295, -1.222, 0.259], [-1.055, -0.935, 0.080], [-3.131, -0.444, 1.222], [-2.784, 0.629, 2.020], [-3.767, 1.166, 2.846], [-5.052, 0.628, 2.871], [-5.391, -0.460, 2.073], [-4.405, -0.973, 1.257], [-1.783, 1.034, 2.016], [-3.524, 2.009, 3.479], [-5.798, 1.059, 3.527], [-6.385, -0.888, 2.094]],
  "atomic_forces_ev_per_a": [[0.12, 1.31, -0.58], [0.02, 0.01, 0.00], [-0.05, -0.01, -0.02], [-0.05, -0.04, -0.01], [0.08, 0.08, -0.03], [0.00, -0.03, 0.01], [0.15, -0.18, 0.19], [0.01, 0.02, 0.09], [-0.03, 0.02, 0.01], [-0.05, -0.05, -0.03], [-0.01, 0.00, -0.01], [0.00, 0.01, 0.01], [0.01, 0.00, 0.00], [0.00, 0.00, -0.01], [-0.01, -0.02, -0.01], [0.01, -0.02, -0.01], [0.00, 0.01, 0.02], [-0.06, 0.05, -0.14], [0.02, 0.00, -0.02], [0.00, -0.01, 0.03], [0.00, -0.01, 0.02], [0.00, 0.01, 0.02], [-0.05, 0.02, 0.02], [0.19, -0.10, -0.04], [-0.14, -0.03, -0.08], [0.02, -0.03, 0.08], [0.01, 0.00, 0.07], [0.05, -0.19, -0.06], [0.05, 0.05, 0.03], [-0.22, -0.02, 0.00], [-0.15, -0.03, -0.24], [0.29, -0.20, 0.24], [0.18, -0.17, 0.21], [-0.02, -0.14, -0.04], [-0.15, 0.15, 0.10], [0.04, -0.03, 0.01], [0.17, -0.26, -0.07], [0.04, 0.10, 0.14], [-0.08, 0.26, -0.13], [-0.15, 0.32, -0.01], [0.10, -0.26, -0.04], [-0.01, 0.08, -0.03], [0.04, -0.09, 0.12], [0.05, 0.05, -0.08], [-0.07, -0.02, 0.12], [0.00, -0.02, 0.01], [0.00, 0.01, -0.01], [0.01, 0.00, 0.02], [-0.02, 0.05, 0.01], [-0.01, 0.01, -0.01], [-0.02, 0.02, -0.02], [0.01, 0.03, 0.01], [0.01, -0.04, -0.02], [0.02, 0.00, 0.02], [-0.06, 0.02, 0.03], [0.00, 0.01, -0.02], [-0.01, -0.02, 0.00], [0.01, 0.26, -0.14], [-0.04, -0.19, 0.03], [-0.01, 0.02, 0.00], [0.00, -0.02, 0.00], [0.02, -0.02, 0.01], [0.04, -0.01, -0.05], [0.02, 0.18, 0.31], [-0.23, -0.36, -0.49], [0.17, -0.09, 0.19], [0.01, 0.00, 0.12], [0.04, 0.03, -0.05], [-0.01, -0.02, 0.01], [0.10, 0.12, -0.07], [-0.12, -0.34, -0.31], [-0.05, 0.02, 0.12], [0.48, 0.18, 0.79], [-0.10, 0.08, -0.32], [-0.27, -0.02, -0.17], [-0.01, -0.01, 0.00], [0.00, 0.00, 0.00], [-0.01, 0.01, 0.01], [-0.01, 0.01, -0.02], [-0.14, -0.08, -0.03], [0.28, 0.07, -0.04], [-0.13, -0.08, 0.01], [-0.18, -0.11, -0.04], [0.55, 0.14, -0.14], [-0.66, -0.55, 0.29], [0.04, -0.08, -0.05], [-0.06, 0.05, 0.06], [-0.02, -0.03, -0.02], [0.02, 0.02, 0.02], [0.02, 0.02, -0.01], [-0.13, 0.08, 0.12], [0.06, 0.01, -0.01], [0.00, 0.00, 0.00], [0.02, 0.00, -0.01], [0.02, 0.00, -0.01]],
  "gap_ev": [3.16, 6.31],
  "charge": 0,
  "largest_force_ha_per_bohr": 0.0279,
  "de_lowest_ev": 0.773,
  "s_squared": 6.05,
  "spin_multiplicity": 5
}